ORCA calculation (wB97M-V/def2-TZVPD) on C33H49BGeN6O4S3Tl as an isolated structure.

Geometry as XYZ:
```
98
Properties=species:S:1:pos:R:3:forces:R:3:mulliken_charge:R:1
Tl -0.156868 -0.026321 2.400253 0.60 -0.23 -0.33 1.15
C 4.518404 -2.259210 0.681939 -0.06 0.02 0.06 -1.67
C 3.664718 -1.212918 0.036498 0.04 -0.07 0.12 0.12
C 4.202972 -0.246169 -0.744716 0.08 0.03 0.00 -0.53
C 3.363761 0.734496 -1.328315 0.06 0.07 -0.16 -0.03
N 2.079118 0.683245 -1.195389 -0.13 -0.09 -0.08 -0.72
N 1.516767 -0.275669 -0.427249 0.32 -0.09 -0.39 0.70
B 0.034349 -0.121915 -0.310480 -0.20 0.20 2.03 -1.56
N -0.559876 1.184920 -0.749321 0.03 0.21 -0.36 0.81
N -1.510697 1.008061 -1.692539 0.16 -0.06 -0.05 -0.77
C -2.186912 2.017451 -2.128217 -0.04 0.03 -0.10 0.08
C -1.939932 3.329199 -1.646888 -0.17 0.03 -0.14 -0.55
C -0.986860 3.535213 -0.712358 0.13 0.05 0.16 0.16
C -0.696430 4.899815 -0.175865 0.03 -0.03 0.05 -1.69
C -0.240885 2.404790 -0.218383 -0.01 -0.26 0.09 0.73
S 0.920801 2.556275 0.984247 0.02 0.29 -0.01 -0.26
C -3.248001 1.743995 -3.185090 -0.04 -0.11 0.02 2.35
C -2.921537 2.549221 -4.449035 0.05 0.07 0.07 -1.79
C -4.618180 2.159070 -2.629512 0.04 0.03 0.02 -1.72
C -3.292097 0.254388 -3.531992 0.01 0.00 0.09 -1.89
N -0.815148 -1.330420 -0.522542 -0.09 -0.19 -0.43 0.84
N -0.190304 -2.295243 -1.233441 -0.05 0.14 -0.12 -0.70
C -0.776379 -3.433052 -1.422213 0.04 -0.04 -0.13 -0.02
C -2.072705 -3.690190 -0.910848 0.04 -0.13 -0.04 -0.56
C -2.716798 -2.736638 -0.196983 -0.09 0.01 0.18 0.12
C -4.061542 -2.980684 0.412728 0.07 0.05 0.03 -1.71
C -2.061753 -1.478535 0.013577 0.08 0.12 0.10 1.11
S -2.747688 -0.253293 0.943175 -0.34 0.01 -0.06 -0.46
C -0.025289 -4.477239 -2.243251 0.01 0.09 0.06 2.24
C 1.339729 -3.941530 -2.675044 0.03 0.05 0.09 -1.80
C 0.179098 -5.730526 -1.381385 -0.06 0.03 0.04 -1.69
C -0.856287 -4.812534 -3.489040 -0.04 0.00 0.04 -1.76
C 2.245738 -1.213187 0.259936 -0.30 0.06 0.03 0.79
S 1.489459 -2.259073 1.341099 0.31 -0.20 0.04 -0.30
C 3.934810 1.899430 -2.128213 -0.12 0.03 -0.01 2.34
C 2.810032 2.766982 -2.697668 -0.04 -0.02 0.07 -1.74
C 4.777604 2.760157 -1.176485 0.01 -0.06 0.03 -1.70
C 4.799570 1.370618 -3.278030 0.00 -0.06 0.03 -1.82
H 5.573635 -1.985200 0.629107 -0.05 -0.02 -0.04 0.42
H 4.372276 -3.223604 0.189518 -0.01 0.00 0.03 0.25
H 4.219557 -2.394606 1.721428 0.03 0.00 -0.01 0.36
H 5.273808 -0.230128 -0.913947 -0.04 0.06 0.00 0.37
H -2.517117 4.166858 -2.024425 0.03 -0.05 0.01 0.32
H -1.413876 5.628071 -0.557825 0.03 -0.05 -0.01 0.41
H 0.315582 5.204145 -0.451256 -0.01 0.01 0.03 0.27
H -0.724906 4.885013 0.914433 0.00 0.02 -0.02 0.32
H -2.927722 3.624915 -4.250288 -0.01 -0.06 -0.04 0.32
H -3.658440 2.343685 -5.229336 0.01 0.01 0.02 0.47
H -1.930485 2.282432 -4.825923 -0.06 0.00 -0.01 0.37
H -4.669961 3.235116 -2.439366 0.00 -0.06 -0.01 0.33
H -4.817695 1.636068 -1.690638 -0.01 0.02 -0.05 0.31
H -5.402917 1.901179 -3.346028 0.02 0.04 0.03 0.48
H -2.327233 -0.094339 -3.903146 -0.04 0.00 0.00 0.37
H -4.054439 0.083013 -4.297463 0.03 0.01 0.03 0.52
H -3.535863 -0.338582 -2.646977 0.01 0.01 -0.07 0.21
H -2.542170 -4.654688 -1.066348 0.02 0.03 -0.04 0.34
H -4.417598 -3.983978 0.174289 0.03 0.03 0.00 0.43
H -4.782274 -2.241496 0.061582 -0.01 0.00 0.02 0.30
H -3.993917 -2.862242 1.496654 -0.03 0.00 -0.02 0.29
H 1.945465 -3.685891 -1.801576 -0.02 -0.03 -0.06 0.19
H 1.235743 -3.034661 -3.272744 0.01 -0.04 -0.01 0.34
H 1.861332 -4.702097 -3.263691 -0.03 0.03 0.03 0.51
H 0.717351 -5.472472 -0.465422 -0.01 -0.04 -0.06 0.33
H 0.759047 -6.475540 -1.933126 -0.03 0.02 0.02 0.48
H -0.774770 -6.183187 -1.095857 0.07 0.01 -0.02 0.31
H -1.038242 -3.910625 -4.079668 0.03 -0.05 0.00 0.35
H -1.826928 -5.238395 -3.220658 0.06 -0.01 -0.04 0.32
H -0.324780 -5.535258 -4.114328 -0.04 0.01 0.03 0.46
H 2.186906 3.158197 -1.889585 0.03 -0.01 -0.07 0.13
H 2.163774 2.193384 -3.365016 0.03 0.03 0.01 0.35
H 3.243916 3.604316 -3.252629 -0.01 -0.05 0.02 0.52
H 4.156600 3.119959 -0.352432 0.04 0.00 -0.02 0.31
H 5.182536 3.623749 -1.710279 0.02 -0.02 0.01 0.48
H 5.611957 2.193042 -0.754048 -0.03 0.05 -0.02 0.33
H 4.212334 0.719163 -3.930509 0.02 0.04 0.01 0.38
H 5.656565 0.798219 -2.913032 -0.03 0.05 -0.04 0.31
H 5.175636 2.205538 -3.874689 0.02 -0.03 0.02 0.47
O -0.422539 -1.861982 6.020321 -0.04 0.09 -0.48 -0.79
C -0.400866 -1.405730 4.863207 0.23 -0.17 0.68 0.24
O -1.053204 -1.850354 3.855709 0.06 0.05 -0.15 -0.67
C -3.197879 -0.478339 4.169288 -0.12 -0.02 -0.13 0.99
O -3.889135 -1.405654 4.264241 0.29 0.49 0.00 -0.48
O -2.596892 0.522979 4.089698 -0.50 -0.46 0.11 -0.52
C -1.355483 0.870843 7.141739 -0.02 -0.03 0.08 -1.06
Ge 0.103391 1.252486 5.900698 0.19 0.18 -0.21 0.71
C 1.731608 1.591860 6.951518 0.00 0.02 0.10 -1.35
C -0.314761 2.908803 4.925350 0.02 0.06 0.06 -1.18
C 0.459522 -0.154462 4.603601 -0.58 -0.22 -0.79 -0.59
H -1.657637 1.787292 7.657330 0.03 -0.03 -0.03 0.42
H -1.028027 0.129023 7.869382 -0.02 0.01 -0.03 0.31
H -2.214773 0.462857 6.612546 0.02 0.02 0.06 0.21
H 1.572911 2.407509 7.663446 0.03 -0.05 -0.04 0.36
H 2.560606 1.862454 6.293069 -0.03 -0.02 0.03 0.35
H 2.004711 0.691490 7.507267 0.00 0.06 -0.04 0.37
H -0.543659 3.731357 5.609724 0.00 -0.04 -0.04 0.43
H -1.177641 2.739061 4.278433 0.03 0.05 0.01 0.30
H 0.530432 3.203973 4.298034 -0.06 -0.02 0.00 0.25
H 1.511867 -0.447518 4.577685 0.02 0.10 0.10 0.55
```
Positions in Å, forces in eV/Å.

Properties
2S+1 ... 1
Kohn-Sham gap ... 5.686 eV
Net charge ... -1
Lowest unoccupied orbital energy ... 2.15 eV
F_max ... 2.05 eV/A

=====

ORCA calculation (wB97M-V/def2-TZVPD) on a 8-piece molecular cluster, C8H32N16O8 overall.

Geometry as XYZ:
```
64
Properties=species:S:1:pos:R:3:forces:R:3:nbo_charge:R:1
N 3.034034 -4.447198 1.143070 0.30 -0.94 -1.48 -0.86
C 2.488150 -3.750313 2.142717 -2.66 1.01 -0.10 0.78
N 3.455990 -3.531697 3.028906 1.19 1.08 2.69 -0.84
O 1.296088 -3.406087 2.224628 1.49 0.01 0.05 -0.69
H 3.599976 -5.170485 1.563383 0.04 -0.32 -1.13 0.39
H 2.483761 -4.551078 0.302527 0.01 -0.59 0.13 0.42
H 3.268384 -3.013253 3.875148 -0.16 -0.10 -0.24 0.40
H 4.410020 -3.495893 2.699272 -0.31 0.06 0.03 0.40
N 1.479147 1.633963 -2.370261 -1.13 -4.77 -2.21 -0.83
C 1.719730 2.794931 -1.865214 1.17 0.11 0.87 0.75
N 2.046274 2.707326 -0.574156 0.63 1.43 3.36 -0.85
O 1.691293 3.794136 -2.506234 -0.30 3.19 -1.15 -0.66
H 1.484897 0.803671 -1.795209 0.08 -0.04 -0.18 0.40
H 1.475874 1.502253 -3.371631 -0.14 0.24 0.27 0.41
H 2.186354 3.588380 -0.100637 0.03 -0.16 -0.21 0.39
H 2.430213 1.927754 -0.059436 -0.25 -0.19 -0.65 0.41
N -0.802000 4.151070 0.195428 2.04 -1.83 -1.64 -0.81
C -2.028346 4.310821 0.641157 1.98 -1.02 -2.55 0.75
N -2.072916 5.229864 1.465845 -1.85 6.95 6.87 -0.79
O -2.997341 3.776380 0.223735 -3.81 -3.29 -1.35 -0.72
H -0.931054 3.797438 -0.741799 1.38 0.15 -0.42 0.41
H -0.194094 4.922873 0.429653 0.36 -0.53 -0.96 0.38
H -2.985217 5.588789 1.708721 0.20 -0.12 0.23 0.40
H -1.292118 5.801816 1.754511 -0.25 -0.31 -0.07 0.39
N 2.874979 -2.474467 -1.582525 -5.48 -0.60 -0.99 -0.83
C 4.128631 -2.403079 -1.341644 -0.54 0.52 -0.07 0.74
N 4.799358 -3.205410 -2.078556 4.15 -4.48 -3.43 -0.83
O 4.562892 -1.616354 -0.601025 2.99 4.03 4.01 -0.66
H 2.286721 -1.756746 -1.183860 -0.45 -0.40 -0.03 0.44
H 2.598920 -3.076915 -2.344731 -0.57 0.65 0.26 0.36
H 4.357693 -4.045123 -2.424847 0.29 0.23 -0.06 0.37
H 5.809085 -3.209627 -2.101753 -0.31 0.09 0.38 0.40
N -0.574958 -0.896406 1.432789 0.84 -3.06 2.55 -0.85
C -0.097952 -0.457566 0.280178 -5.26 2.26 3.86 0.78
N -0.757914 0.631439 0.005884 -1.54 4.25 -2.19 -0.84
O 0.617973 -0.999168 -0.440960 5.60 -3.48 -4.56 -0.71
H -1.307152 -0.481884 1.991501 0.55 0.05 -0.13 0.40
H -0.054178 -1.693690 1.769298 -0.33 -0.31 0.63 0.43
H -1.439162 0.992105 0.658509 0.42 0.29 -0.34 0.39
H -0.509993 1.171023 -0.811108 -0.20 0.05 0.14 0.40
N -4.246074 1.182785 4.410929 -3.59 -3.28 4.49 -0.82
C -3.281681 1.547461 3.647319 2.11 2.27 0.61 0.73
N -3.787568 2.271396 2.710703 -2.74 2.95 -4.80 -0.83
O -2.121296 1.553220 3.932923 3.30 -1.66 0.34 -0.67
H -5.213613 1.249414 4.128929 0.39 -0.34 0.22 0.39
H -4.031670 0.761710 5.303577 -0.13 0.01 -0.26 0.40
H -3.330536 2.823825 1.999330 0.33 -0.35 0.16 0.42
H -4.701849 2.608711 2.976028 0.17 0.22 -0.93 0.37
N -2.319553 1.982208 -2.864639 1.25 -5.06 2.26 -0.84
C -2.547361 3.121471 -3.438122 0.93 -0.27 -2.58 0.74
N -3.128024 3.888197 -2.590895 -3.45 3.95 3.38 -0.81
O -2.247540 3.428104 -4.543069 0.84 0.62 -3.38 -0.65
H -2.172235 1.099420 -3.332686 0.19 0.52 -0.08 0.41
H -2.587538 1.962165 -1.891054 0.24 -0.81 -0.19 0.38
H -3.638028 3.333798 -1.918111 -0.24 1.08 0.36 0.38
H -3.657937 4.654695 -2.980467 0.28 0.08 0.09 0.40
N 0.992709 -5.228977 -1.300036 3.13 -0.16 -2.07 -0.86
C -0.074563 -5.297621 -0.508464 -2.20 -2.00 0.96 0.76
N -0.657117 -4.095986 -0.487646 -1.31 0.92 0.41 -0.83
O -0.486479 -6.339865 0.006563 0.45 1.13 0.01 -0.65
H 1.513491 -6.062677 -1.532072 -0.47 -0.09 0.18 0.40
H 0.870884 -4.591771 -2.074131 0.32 -0.19 0.06 0.38
H -0.154072 -3.320238 -0.894173 -0.39 0.24 0.59 0.40
H -1.534395 -3.975037 -0.002010 0.41 0.13 -0.06 0.41
```
Positions in Å, forces in eV/Å.

Properties
2S+1 ... 1
SMILES ... NC(N)=O.NC(N)=O.NC(N)=O.NC(N)=O.NC(N)=O.NC(N)=O.NC(N)=O.NC(N)=O
Kohn-Sham gap ... 9.807 eV
Lowest unoccupied orbital energy ... 0.27 eV
F_max ... 9.94 eV/A
ΔE to the lowest compared entry with this formula, charge and spin ... 618.7 kJ/mol

=====

ORCA calculation (wB97M-V/def2-TZVPD) on the molecule C4H8O2.

Geometry as XYZ:
```
14
Properties=species:S:1:pos:R:3:forces:R:3:nbo_charge:R:1
C -1.972573 -0.114960 0.662853 -0.13 -0.16 -0.09 -0.24
O -0.745505 0.583954 0.659305 0.19 -0.08 -0.17 -0.52
C 0.379661 -0.112234 0.242385 0.73 0.67 -2.57 -0.08
C 0.743471 0.042354 -1.469571 -0.01 1.02 0.46 -0.63
C 1.588638 0.282972 1.016060 0.27 -0.31 -0.44 0.40
O 2.714429 0.185052 0.577456 -0.22 -0.06 0.36 -0.54
H -2.737403 0.574849 1.036536 0.23 -0.17 -0.07 0.20
H -2.247508 -0.425675 -0.353754 -0.01 -0.01 0.12 0.17
H -1.921936 -0.997507 1.311864 -0.03 0.07 -0.08 0.17
H 0.334927 -1.029543 -0.320410 -0.76 -2.10 2.28 0.27
H 0.532869 -0.805407 -2.177344 -0.11 0.41 1.22 0.21
H 0.102469 0.869639 -1.723448 0.14 0.52 -0.49 0.22
H 1.814618 0.224684 -1.488222 -0.09 0.36 -0.17 0.25
H 1.413842 0.721821 2.026288 -0.19 -0.17 -0.37 0.13
```
Positions in Å, forces in eV/Å.

Properties
2S+1 ... 1
SMILES ... CO[C@@H](C)C=O
Kohn-Sham gap ... 10.057 eV
Lowest unoccupied orbital energy ... 0.86 eV
F_max ... 3.19 eV/A
ΔE to the lowest compared entry with this formula, charge and spin ... 349.4 kJ/mol